62
Properties=species:S:1:pos:R:3:forces:R:3:mulliken_spin:R:1 method="wB97M-V/def2-TZVPD" lumo_energy_ev="-0.40 / -0.40" de_lowest_kcal_mol=0.0 s2=2.00 spin_multiplicity=3 homo_lumo_gap_ev="6.85 / 6.86" total_energy_ha=-2997.491211
Pr -5.715 -1.627 17.826 -1.205 1.111 -0.915 2.007
C -9.031 2.230 17.675 0.278 -0.670 1.241 0.000
C -7.955 2.298 16.655 1.783 -1.373 -0.629 -0.001
N -8.091 3.198 15.742 -0.812 0.316 0.552 0.000
C -7.329 3.247 14.658 1.082 -0.590 -0.951 -0.001
C -6.400 2.295 14.316 -0.134 -0.048 0.020 0.001
C -5.746 2.391 12.954 -1.056 0.699 -0.630 0.000
O -5.367 1.113 12.461 0.016 -0.172 -1.071 0.000
C -6.087 1.267 15.247 -0.821 0.046 1.536 -0.001
C -5.043 0.334 14.979 0.068 -1.478 1.362 0.001
N -4.823 -0.794 15.650 -1.370 1.773 -0.514 -0.001
C -3.639 -1.483 15.543 1.974 -0.351 -0.269 -0.002
C -2.395 -0.894 15.168 -0.089 -0.613 0.594 -0.001
C -1.178 -1.522 15.433 -0.055 0.150 -0.560 0.001
C -1.167 -2.716 16.128 -0.962 -0.175 0.341 0.000
C -2.372 -3.352 16.444 0.169 -0.743 -0.316 -0.001
C -3.595 -2.819 16.031 1.101 0.645 -0.337 0.005
I -3.302 -2.840 19.881 -0.761 0.251 -0.375 -0.006
C -6.754 1.331 16.562 0.003 1.190 0.040 0.001
O -6.232 0.816 17.627 -0.759 -0.885 -0.602 -0.002
H -9.881 2.879 17.467 0.184 -0.198 -0.419 0.000
H -8.693 2.501 18.671 0.401 0.313 0.236 0.000
H -9.325 1.194 17.836 -0.335 -0.145 -0.324 0.000
H -7.521 4.072 14.009 -0.117 0.391 -0.531 0.000
H -4.865 3.046 13.022 -0.168 -0.012 -0.181 0.000
H -6.545 2.857 12.287 1.254 -0.387 0.588 0.000
H -5.208 1.132 11.493 -0.235 0.253 0.971 0.000
H -4.367 0.545 14.178 0.230 0.197 -0.371 0.000
H -2.336 0.097 14.747 -0.375 0.151 -0.018 0.000
H -0.234 -1.090 15.065 -0.597 -0.060 0.400 0.000
H -0.255 -3.170 16.462 0.330 -0.140 -0.027 0.000
H -2.304 -4.345 16.921 -0.291 0.730 -0.219 0.000
I -4.307 -9.341 17.771 0.012 -0.228 0.172 0.000
C -4.693 -7.462 17.003 1.747 0.609 -0.787 0.000
C -3.842 -6.962 15.991 -1.267 -0.078 0.512 0.000
C -4.001 -5.669 15.481 0.088 -0.862 0.274 0.000
I -2.999 -5.207 13.668 -0.273 0.072 0.740 0.000
C -4.936 -4.866 16.129 -0.249 0.874 0.475 0.000
O -4.835 -3.457 16.130 -0.882 -0.760 -0.108 0.000
C -5.972 -5.440 16.919 0.627 0.860 0.410 0.000
C -7.312 -4.744 17.198 -0.019 1.041 0.518 0.001
N -7.277 -3.679 18.264 -0.619 0.224 -0.552 -0.001
C -7.375 -4.123 19.656 0.652 -0.106 -0.725 0.001
C -7.246 -2.913 20.551 -0.434 0.853 0.544 0.001
C -7.271 -3.089 21.941 0.549 0.530 0.089 0.000
C -6.993 -2.017 22.788 -0.218 0.270 -0.674 0.000
C -6.805 -0.763 22.179 -0.247 0.501 1.301 0.000
C -6.952 -0.628 20.814 -0.052 -0.164 -0.138 0.003
N -7.143 -1.670 19.986 0.209 -1.435 1.079 0.003
C -5.706 -6.682 17.487 -0.985 0.047 -0.277 0.000
H -3.069 -7.602 15.643 0.458 -0.340 -0.556 0.000
H -8.058 -5.513 17.483 0.392 0.224 -0.264 0.000
H -7.666 -4.231 16.271 0.294 -0.429 0.704 -0.001
H -7.992 -2.935 18.077 0.442 -1.015 -0.228 0.000
H -6.497 -4.764 19.822 -0.155 0.040 0.259 0.000
H -8.276 -4.733 19.879 0.246 0.449 -0.087 0.000
H -7.405 -4.063 22.384 -0.090 -0.241 -0.205 0.000
H -6.971 -2.159 23.883 0.099 0.193 -0.791 0.000
H -6.627 0.142 22.801 -0.091 -0.816 -0.606 0.000
H -6.931 0.350 20.336 0.162 -0.128 0.039 -0.002
H -6.312 -7.038 18.315 -0.298 -0.053 -0.346 0.000
F -7.741 -1.505 16.796 1.174 -0.306 0.609 -0.005